This record from OMol25 describes a cluster of 14 separate species, C43H88BBr26N5O9P in total at a distorted geometry. The level of theory is ωB97M-V/def2-TZVPD.

The geometry in XYZ format:
```
173
Properties=species:S:1:pos:R:3:forces:R:3
C 4.104 3.582 4.579 -0.03 -0.04 -0.10
C 4.286 3.268 3.096 0.00 -0.15 0.33
O 4.612 1.895 2.924 -0.12 -0.09 -0.03
C 5.587 1.649 1.921 -0.17 -0.17 0.13
C 5.405 0.245 1.352 0.22 0.04 0.15
O 5.380 0.246 -0.063 -0.07 -0.15 -0.18
C 4.085 0.436 -0.602 0.14 -0.33 0.17
C 3.266 -0.853 -0.539 0.31 -0.03 0.10
O 1.951 -0.573 -0.096 -0.10 0.08 0.07
C 1.200 -1.748 0.050 0.33 0.46 -0.25
N -0.150 -1.370 0.379 -0.13 -0.23 0.68
C -0.505 -0.864 1.545 -0.14 -0.31 -0.30
N 0.425 -0.700 2.590 -0.29 0.05 0.23
C 0.498 -1.785 3.605 0.35 0.03 -0.07
C 0.404 -3.181 3.054 -0.93 -0.43 -0.67
O -0.443 -3.570 2.285 1.15 0.52 1.01
O 1.331 -4.067 3.592 -0.50 -0.22 -0.54
C 2.595 -3.988 3.010 0.93 1.48 0.17
C 3.072 -5.267 2.430 0.19 -0.29 0.33
O 3.200 -2.939 2.988 -0.79 -1.14 -0.14
C -0.094 0.576 3.176 -0.13 0.01 -0.78
P 0.662 1.134 4.734 -0.19 -0.56 0.83
N 0.110 0.397 6.002 0.22 0.09 -0.42
C -1.601 0.336 3.136 -0.18 -0.69 0.63
C -2.561 1.483 3.408 -0.31 0.38 -0.27
O -2.040 2.788 3.456 0.75 0.20 -0.24
O -1.750 3.160 2.087 -0.38 -0.57 0.06
N -1.712 -0.365 1.824 0.95 0.63 -0.88
B -2.780 -0.133 0.792 -0.36 -0.84 0.11
O -4.052 -0.466 1.185 0.39 0.18 0.41
N -2.431 0.218 -0.532 -0.62 1.04 0.43
C -1.482 1.337 -0.682 0.21 -0.18 0.03
C -3.599 0.442 -1.409 0.56 -0.03 -0.16
H 4.637 4.484 4.858 0.04 0.13 0.08
H 3.059 3.722 4.844 -0.14 -0.01 0.05
H 4.498 2.757 5.165 0.09 -0.07 0.10
H 5.072 3.894 2.680 0.10 0.07 -0.13
H 3.359 3.462 2.559 -0.10 0.20 -0.27
H 6.576 1.734 2.370 0.19 0.21 -0.04
H 5.498 2.363 1.103 0.01 0.12 -0.11
H 4.505 -0.183 1.782 -0.37 -0.11 0.03
H 6.225 -0.399 1.658 0.15 -0.06 -0.11
H 4.230 0.730 -1.635 -0.02 0.26 -0.08
H 3.543 1.213 -0.061 -0.09 0.18 -0.04
H 3.252 -1.344 -1.517 -0.17 -0.04 -0.14
H 3.764 -1.542 0.147 -0.01 -0.09 0.18
H 1.637 -2.402 0.798 0.07 -0.05 0.30
H 1.173 -2.268 -0.903 -0.14 -0.27 -0.01
H -0.855 -1.435 -0.349 0.01 0.26 0.01
H 1.436 -1.679 4.134 0.16 0.03 -0.06
H -0.288 -1.709 4.360 -0.18 0.03 0.01
H 2.452 -6.113 2.697 -0.23 0.00 -0.03
H 4.085 -5.453 2.775 0.18 0.08 -0.11
H 3.109 -5.155 1.349 0.02 -0.02 -0.13
H 0.126 1.309 2.396 0.11 0.39 0.17
H 0.386 2.501 4.677 0.02 0.20 -0.22
H 2.034 1.028 4.468 0.13 0.16 -0.24
H 0.851 -0.074 6.504 -0.14 -0.06 0.27
H -1.844 -0.418 3.882 -0.03 -0.02 0.20
H -2.959 1.352 4.412 -0.09 -0.01 0.10
H -3.398 1.491 2.706 0.07 -0.23 0.13
H -0.935 3.682 2.159 -0.01 0.21 0.18
H -4.660 0.272 1.287 -0.38 -0.06 -0.21
H -1.925 2.269 -0.342 -0.14 0.10 0.01
H -0.586 1.180 -0.088 0.14 -0.07 -0.10
H -1.207 1.462 -1.724 0.15 -0.16 -0.15
H -4.219 1.257 -1.038 -0.20 0.03 0.07
H -4.177 -0.465 -1.519 -0.16 -0.10 0.06
H -3.230 0.753 -2.382 0.00 -0.11 -0.20
Br -0.667 -2.223 -2.792 -0.32 -0.13 -0.33
C 0.101 -1.659 -4.495 0.07 -0.05 0.11
C 1.454 -1.043 -4.296 -0.01 0.18 -0.04
Br 1.340 0.744 -3.526 -0.03 -0.08 0.08
H -0.610 -0.975 -4.941 -0.04 0.05 -0.02
H 0.173 -2.558 -5.105 0.03 -0.03 0.03
H 1.949 -0.933 -5.255 -0.03 0.04 -0.08
H 2.080 -1.626 -3.627 0.03 -0.06 -0.03
Br -2.116 5.065 -0.565 -0.12 0.03 -0.07
C -0.919 6.588 -0.502 -0.07 -0.04 -0.01
C 0.468 6.152 -0.120 0.04 0.04 0.04
Br 0.561 5.697 1.777 0.14 -0.03 0.02
H -1.350 7.286 0.208 0.00 0.04 0.00
H -0.925 7.030 -1.495 0.04 -0.04 -0.03
H 1.185 6.955 -0.266 0.00 0.03 0.07
H 0.793 5.270 -0.662 0.04 -0.01 -0.03
Br -5.806 2.425 2.215 -0.22 0.20 -0.25
C -6.075 3.034 4.050 0.14 -0.13 0.09
C -7.531 3.082 4.410 -0.08 0.26 -0.09
Br -8.406 4.622 3.600 -0.06 -0.05 0.01
H -5.593 4.003 4.123 0.01 0.04 -0.04
H -5.554 2.315 4.674 -0.01 -0.05 0.03
H -7.653 3.203 5.483 0.08 -0.01 -0.01
H -8.082 2.206 4.088 0.03 -0.07 0.01
Br 5.056 -7.981 0.698 -0.06 0.03 -0.08
C 6.976 -7.902 0.992 -0.07 -0.10 0.07
C 7.311 -7.060 2.193 0.08 0.12 -0.05
Br 7.086 -5.161 1.831 -0.05 -0.04 0.05
H 7.410 -7.518 0.076 0.04 0.03 -0.01
H 7.296 -8.930 1.147 -0.03 -0.02 0.04
H 8.353 -7.192 2.472 0.02 0.01 -0.02
H 6.677 -7.291 3.042 0.01 -0.06 0.04
Br -1.676 -0.432 -7.581 -0.81 -0.30 1.13
C -2.553 -1.938 -8.443 -0.01 0.01 0.02
C -2.406 -3.217 -7.665 0.08 -0.08 -0.05
Br -0.607 -3.952 -7.792 -0.04 0.05 0.00
H -2.120 -2.012 -9.436 -0.01 -0.03 -0.02
H -3.603 -1.669 -8.524 -0.01 0.04 0.04
H -3.067 -3.974 -8.081 0.02 -0.02 -0.02
H -2.611 -3.098 -6.607 -0.06 0.05 0.02
Br 4.911 -10.972 3.578 0.01 0.02 0.03
C 3.305 -9.881 3.574 0.09 -0.05 -0.11
C 3.379 -8.761 4.577 -0.09 0.00 0.12
Br 3.131 -9.384 6.399 0.05 0.01 -0.02
H 2.474 -10.551 3.764 -0.04 0.01 0.03
H 3.230 -9.479 2.567 0.01 0.02 -0.01
H 2.579 -8.045 4.401 -0.02 -0.01 -0.02
H 4.338 -8.253 4.550 0.02 0.02 -0.04
Br 2.791 -3.036 -7.012 0.09 0.08 -0.08
C 4.663 -2.523 -6.815 -0.09 -0.11 0.10
C 4.834 -1.064 -6.490 0.08 0.14 -0.07
Br 4.531 0.106 -8.007 -0.13 -0.04 0.00
H 5.155 -2.811 -7.737 0.04 0.05 -0.04
H 5.046 -3.125 -5.995 0.00 -0.03 0.00
H 5.856 -0.874 -6.170 0.01 -0.01 0.03
H 4.148 -0.736 -5.715 0.05 -0.03 0.09
Br -6.634 0.177 6.235 -0.01 0.00 0.06
C -6.882 0.820 8.062 0.06 -0.07 -0.02
C -8.333 0.945 8.431 -0.13 0.08 -0.02
Br -9.173 2.512 7.639 -0.02 -0.10 0.05
H -6.357 1.767 8.136 0.00 0.04 0.02
H -6.394 0.081 8.693 -0.02 -0.03 0.01
H -8.424 1.081 9.504 0.03 0.01 0.04
H -8.920 0.088 8.120 0.02 -0.04 -0.02
Br -7.486 3.222 11.285 0.07 0.00 -0.04
C -5.614 3.751 11.241 -0.14 -0.01 0.06
C -5.397 4.974 10.391 0.09 -0.01 -0.09
Br -5.483 4.574 8.487 -0.04 0.00 0.01
H -5.052 2.895 10.883 0.05 -0.01 -0.01
H -5.344 3.957 12.273 0.01 0.04 0.01
H -4.402 5.379 10.558 0.02 -0.01 0.01
H -6.140 5.742 10.578 -0.02 0.02 0.02
Br -1.569 -2.480 -12.093 -0.10 -0.07 -0.05
C -0.223 -3.882 -12.009 0.14 0.16 -0.05
C -0.298 -4.796 -13.201 -0.09 -0.15 0.03
Br -1.807 -6.016 -13.082 0.00 0.05 -0.02
H -0.380 -4.407 -11.075 -0.01 -0.05 0.09
H 0.732 -3.362 -11.979 0.00 0.02 -0.02
H 0.588 -5.424 -13.247 0.03 0.01 0.03
H -0.407 -4.253 -14.134 0.02 0.03 -0.02
Br 6.176 2.572 -4.173 -0.05 -0.04 0.05
C 4.284 2.956 -4.400 0.16 0.00 -0.07
C 3.858 4.194 -3.658 -0.07 -0.04 0.03
Br 3.742 3.880 -1.738 -0.04 0.09 0.02
H 3.748 2.076 -4.061 -0.03 0.03 -0.03
H 4.132 3.088 -5.468 -0.01 0.01 -0.03
H 2.860 4.491 -3.971 -0.03 -0.02 0.00
H 4.544 5.022 -3.793 0.04 0.01 -0.03
Br -7.066 6.175 -0.637 0.06 -0.02 0.01
C -5.957 6.133 0.957 -0.09 -0.01 -0.04
C -5.642 7.514 1.467 0.15 -0.06 0.00
Br -4.305 8.406 0.367 -0.03 0.05 -0.01
H -5.059 5.581 0.697 0.05 0.00 0.02
H -6.527 5.577 1.699 0.00 0.05 -0.02
H -5.209 7.454 2.462 0.01 0.00 0.02
H -6.509 8.164 1.485 -0.05 -0.01 -0.01
Br 0.807 2.836 -8.866 0.04 -0.02 0.02
C -0.265 1.969 -10.239 -0.05 0.00 0.03
C -0.191 0.469 -10.142 0.42 0.13 -0.22
Br 1.502 -0.217 -10.798 0.12 -0.08 -0.05
H 0.092 2.338 -11.194 0.00 0.04 -0.03
H -1.284 2.308 -10.074 -0.02 -0.01 0.02
H -0.953 0.007 -10.763 -0.07 0.00 -0.05
H -0.286 0.123 -9.118 0.42 0.21 -0.77
```
Positions in Å, forces in eV/Å.

Properties
LUMO energy ... -1.93 eV
E_tot ... -1902960.73312 eV
HOMO ... -11.2 eV
Total charge ... +1
HOMO-LUMO gap ... 9.223 eV